#a
This record from OMol25 describes C4H3N in the gas phase. The level of theory is ωB97M-V/def2-TZVPD.

```
8
Properties=species:S:1:pos:R:3:nbo_charge:R:1
C 1.77525 0.51244 -0.08537 -0.137
C 0.85540 -0.01167 -0.65991 -0.049
C -0.37215 -0.57722 -0.04944 -0.549
C -1.51790 0.30355 -0.23695 0.284
N -2.39509 1.05031 -0.33278 -0.304
H 2.38354 0.90539 0.68805 0.236
H -0.15765 -0.58329 1.02616 0.258
H -0.57140 -1.59951 -0.34976 0.262
```

Summary:
LUMO energy	0.028	eV
gap between HOMO and LUMO	10.731	eV
E_HOMO	-0.393	Eh
SMILES string	C#CCC#N



#b
This record from OMol25 describes 2 unconnected molecules or ions with the total composition C4H3N. The level of theory is ωB97M-V/def2-TZVPD.

```
8
Properties=species:S:1:pos:R:3:nbo_charge:R:1
C 1.17489 0.71432 1.02116 -0.243
C 1.13458 1.44075 0.07862 -0.230
C -0.96441 -1.46917 -0.74247 0.004
C -1.54387 -0.27547 -1.17939 0.074
N -1.82507 -0.83814 0.06693 -0.283
H 0.92444 0.13185 1.80858 0.217
H -0.22966 -2.10828 -0.57903 0.206
H 1.32911 2.40413 -0.47441 0.255
```

Summary:
LUMO energy	0.044	eV
gap between HOMO and LUMO	9.850	eV
E_HOMO	-0.360	Eh
SMILES string	C1=CN=1.C#C



Which structure loses on stability? #b does.



#a
This record from OMol25 describes 2 unconnected molecules or ions with the total composition C2H9N2. The level of theory is ωB97M-V/def2-TZVPD.

```
13
Properties=species:S:1:pos:R:3:nbo_charge:R:1
N 0.87906 -1.76879 -0.62304 -0.910
H 0.25311 -2.56246 -0.74936 0.442
H 1.23695 -1.95403 0.32131 0.434
H 0.34610 -0.78586 -0.69834 0.455
H 1.70453 -1.78802 -1.21780 0.438
C -0.32804 1.38903 1.46287 -0.416
C -1.04848 1.00539 0.43383 -0.039
N -0.43975 0.55767 -0.82393 -0.854
H 0.74914 1.47237 1.46066 0.200
H -0.79365 1.69719 2.39089 0.241
H -2.06056 0.62848 0.51283 0.217
H -0.89155 0.96611 -1.64364 0.412
H 0.39315 1.14292 -0.82629 0.380
```

Summary:
LUMO energy	-3.652	eV
gap between HOMO and LUMO	10.084	eV
total charge	+1
E_HOMO	-0.505	Eh



#b
This record from OMol25 describes 2 unconnected molecules or ions with the total composition C2H9N2. The level of theory is ωB97M-V/def2-TZVPD.

```
13
Properties=species:S:1:pos:R:3:nbo_charge:R:1
C 0.40713 2.44794 -1.42763 -0.877
H 0.65933 3.49476 -1.57721 0.250
H -0.26010 2.43878 -0.57246 0.200
H 0.00162 2.06245 -2.35618 0.219
H 1.30412 1.92235 -1.11045 0.211
N 0.37686 -0.49608 -0.33934 -0.768
C -0.31132 -0.63391 0.80823 0.429
N -0.56654 -1.80173 1.31308 -0.646
H 0.97109 -1.25896 -0.64481 0.420
H -0.06370 -0.00451 -1.10897 0.450
H -0.41257 0.20876 1.48905 0.235
H -0.88358 -1.96273 2.25924 0.448
H -0.45350 -2.61561 0.72039 0.429
```

Summary:
LUMO energy	-4.952	eV
gap between HOMO and LUMO	11.340	eV
total charge	+1
E_HOMO	-0.599	Eh



Which structure loses on stability? #a does.



#a
This record from OMol25 describes C4H10N2S in the gas phase. The level of theory is ωB97M-V/def2-TZVPD.

```
17
Properties=species:S:1:pos:R:3:nbo_charge:R:1
C -1.10602 0.07343 -1.13189 0.056
C -0.32008 1.15654 -0.47103 -0.489
C 1.24269 1.08511 -0.01405 -0.415
C 1.62322 -0.17245 0.73635 -0.439
H -2.57347 -1.78823 0.87398 0.355
H -1.36586 -1.01546 1.38446 0.326
H -0.86037 0.03106 -2.27213 0.198
H -0.68564 1.17812 0.53673 0.208
H -0.49633 2.20623 -1.02194 0.234
H 2.03424 1.36664 -0.84078 0.225
H 1.29518 1.98240 0.75335 0.212
H 1.11874 -0.32360 1.68710 0.205
H 2.66539 -0.49969 0.98593 0.245
H 0.17001 -1.83620 -0.97695 0.140
N -2.27286 -0.87911 0.80389 -0.609
N -1.83727 -0.85894 -0.51375 -0.288
S 1.36842 -1.70584 -0.51926 -0.165
```

Summary:
LUMO energy	0.697	eV
gap between HOMO and LUMO	9.722	eV
E_HOMO	-0.332	Eh
SMILES string	N/N=C\CCCS



#b
This record from OMol25 describes a molecular structure, C4H10N2S. The level of theory is ωB97M-V/def2-TZVPD.

```
17
Properties=species:S:1:pos:R:3:nbo_charge:R:1
C 2.24222 -0.22930 -0.83331 -0.699
C 1.22915 -1.05599 0.22578 -0.426
C 0.43987 0.09767 0.92336 -0.272
C -1.15631 1.40693 -0.27267 0.308
H 3.13176 0.24814 -0.26411 0.194
H 2.72597 -0.67291 -1.92044 0.226
H 1.25069 0.74922 -0.83593 0.274
H 1.65627 -1.89393 0.81266 0.221
H 0.52785 -1.69816 -0.53825 0.200
H -0.65550 -0.16682 1.38374 0.185
H 1.07674 0.32161 1.86441 0.215
H -1.33946 2.29555 -0.83380 0.178
H -3.22923 1.22660 -0.46824 0.396
H -2.97394 -1.60122 0.91451 0.106
N 0.08798 1.23705 0.14017 -0.477
N -2.46433 0.66538 0.00437 -0.831
S -2.54972 -0.92983 -0.30225 0.203
```

Summary:
LUMO energy	0.543	eV
gap between HOMO and LUMO	9.104	eV
E_HOMO	-0.315	Eh



Which structure loses on stability? #b does.



#a
This record from OMol25 describes 2 unconnected molecules or ions with the total composition C3H4O3. The level of theory is ωB97M-V/def2-TZVPD.

```
10
Properties=species:S:1:pos:R:3:nbo_charge:R:1
C 3.24726 0.18837 -0.75335 0.511
C -0.52487 -1.04828 -0.50738 0.329
C -1.18848 -0.18593 0.47960 -0.679
O 3.92817 -0.62107 -1.15965 -0.512
O -0.22263 -0.86551 -1.90557 -0.260
O 0.83777 -0.77887 -0.89042 -0.288
H -0.59785 -2.13883 -0.44325 0.168
H -0.45461 -0.14842 1.28845 0.249
H -2.17398 -0.70632 0.82093 0.235
H -1.34021 0.83038 0.04121 0.247
```

Summary:
LUMO energy	0.954	eV
gap between HOMO and LUMO	11.261	eV
E_HOMO	-0.379	Eh



#b
This record from OMol25 describes C3H4O3 in the gas phase. The level of theory is ωB97M-V/def2-TZVPD.

```
10
Properties=species:S:1:pos:R:3:nbo_charge:R:1
O -0.81329 -0.76811 0.62501 -0.517
C -0.65953 0.58510 0.28222 0.324
C 0.56754 1.22634 -0.18263 -0.143
O -0.49883 0.84477 -1.06989 -0.482
C 0.00800 -1.70919 0.10585 0.662
O 1.16901 -1.58254 -0.16496 -0.559
H -1.43734 1.13666 0.80543 0.182
H 0.68127 2.30311 -0.06770 0.186
H 1.47060 0.63382 -0.26501 0.225
H -0.56203 -2.63890 -0.02317 0.124
```

Summary:
LUMO energy	0.979	eV
gap between HOMO and LUMO	11.912	eV
E_HOMO	-0.402	Eh
SMILES string	O=CO[C@H]1CO1



#c
This record from OMol25 describes 2 unconnected molecules or ions with the total composition C3H4O3. The level of theory is ωB97M-V/def2-TZVPD.

```
10
Properties=species:S:1:pos:R:3:nbo_charge:R:1
O -2.00118 0.10028 -0.61365 -0.641
C -0.87133 -0.35361 -0.04058 0.085
C -0.12576 0.58566 0.80048 0.303
O 0.26014 0.23570 1.88992 -0.524
C 1.51509 -0.79449 -0.59434 0.325
O 1.73234 0.37050 -0.70521 -0.501
H -2.12187 1.05677 -0.47690 0.485
H -0.85779 -1.40487 0.12372 0.189
H 0.02074 1.62096 0.40800 0.130
H 2.44961 -1.41690 -0.79145 0.149
```

Summary:
LUMO energy (alpha / beta)	-0.626 / -0.066	eV
gap between HOMO and LUMO (alpha / beta)	7.283 / 8.843	eV
E_HOMO (alpha / beta)	-0.291 / -0.327	Eh



Which structure loses on stability? #c does.



#a
This record from OMol25 describes a molecular structure, C3H4O3. The level of theory is ωB97M-V/def2-TZVPD.

```
10
Properties=species:S:1:pos:R:3:nbo_charge:R:1
O -1.08891 -0.39599 -0.75066 -0.586
C 0.14358 -0.61750 -0.00756 -0.109
C -0.83830 0.06472 0.85137 0.424
O -1.02218 1.33152 0.65510 -0.718
C 1.35261 0.13126 -0.50663 0.412
O 2.45598 -0.35215 -0.46229 -0.480
H -1.13036 0.84262 -0.52245 0.513
H 0.33818 -1.67577 0.15879 0.221
H -1.40442 -0.49559 1.60005 0.190
H 1.16715 1.14885 -0.89899 0.133
```

Summary:
LUMO energy	0.350	eV
gap between HOMO and LUMO	10.518	eV
E_HOMO	-0.374	Eh



#b
This record from OMol25 describes 2 unconnected molecules or ions with the total composition C3H4O3. The level of theory is ωB97M-V/def2-TZVPD.

```
10
Properties=species:S:1:pos:R:3:nbo_charge:R:1
C 2.26651 -0.37640 -0.15580 0.655
C -2.12771 -0.16931 0.13508 -0.258
C -0.95209 0.45659 0.81689 0.298
O 3.15749 0.22263 0.36424 -0.569
O -1.82011 1.14357 0.24042 -0.411
O 1.20453 0.20568 -0.68033 -0.703
H 2.23666 -1.51333 -0.29722 0.114
H -2.03125 -0.53781 -0.84740 0.187
H -2.88850 -0.48846 0.75525 0.180
H 0.95446 1.05686 -0.33113 0.508
```

Summary:
LUMO energy	0.581	eV
gap between HOMO and LUMO	10.746	eV
E_HOMO	-0.374	Eh



#c
This record from OMol25 describes a molecular structure, C3H4O3. The level of theory is ωB97M-V/def2-TZVPD.

```
10
Properties=species:S:1:pos:R:3:nbo_charge:R:1
O 1.46152 0.85175 -0.44668 -0.824
C 0.23624 0.44486 -0.62197 0.042
C -0.22002 -1.11129 -0.56091 -0.107
O -0.89910 -0.84059 0.76597 -0.423
C -0.38665 0.34428 0.73538 0.798
O -0.06820 1.03472 1.76450 -0.586
H 0.63818 1.62137 1.36845 0.545
H -0.41664 0.94028 -1.38050 0.148
H 0.61220 -1.78401 -0.36142 0.211
H -0.95753 -1.50138 -1.26282 0.195
```

Summary:
LUMO energy	0.267	eV
gap between HOMO and LUMO	8.939	eV
E_HOMO	-0.319	Eh



#d
This record from OMol25 describes a molecular structure, C3H4O3. The level of theory is ωB97M-V/def2-TZVPD.

```
10
Properties=species:S:1:pos:R:3:nbo_charge:R:1
O 1.48760 -0.06135 0.54646 -0.690
C 0.46332 0.22785 -0.38196 -0.048
C -0.54331 -0.89713 -0.56384 -0.093
O -1.37363 -0.35685 0.50388 -0.474
C -0.62200 0.76835 0.58434 0.769
O -0.69505 1.65126 1.38539 -0.545
H 1.60924 0.78187 1.01367 0.485
H 0.89223 0.64194 -1.30408 0.197
H -0.18134 -1.90238 -0.35832 0.208
H -1.10660 -0.84760 -1.50147 0.192
```

Summary:
LUMO energy	0.804	eV
gap between HOMO and LUMO	11.392	eV
E_HOMO	-0.389	Eh



Which structure loses on stability? #b does.



#a
This record from OMol25 describes 2 unconnected molecules or ions with the total composition CClF3OS. The level of theory is ωB97M-V/def2-TZVPD.

```
7
Properties=species:S:1:pos:R:3:nbo_charge:R:1
C -1.12639 -0.19838 -0.32249 0.628
O 1.80989 1.86551 -0.79943 -0.773
F -1.52477 0.78441 -1.11621 -0.317
F -1.41194 0.24671 0.89144 -0.318
F 2.31209 0.48880 1.22399 -0.515
S 1.88077 0.49785 -0.40412 1.315
Cl -1.88126 -1.76003 -0.67299 -0.020
```

Summary:
LUMO energy (alpha / beta)	-1.369 / -1.504	eV
gap between HOMO and LUMO (alpha / beta)	8.292 / 8.589	eV
E_HOMO (alpha / beta)	-0.355 / -0.371	Eh



#b
This record from OMol25 describes 2 unconnected molecules or ions with the total composition CClF3OS. The level of theory is ωB97M-V/def2-TZVPD.

```
7
Properties=species:S:1:pos:R:3:nbo_charge:R:1
C 2.29536 -0.69114 -0.00585 0.660
O -2.44275 2.20878 0.06947 -0.833
F 2.04405 -1.41669 1.04809 -0.321
F 2.78794 -1.50685 -0.92269 -0.328
F -2.45783 -0.19476 -0.90559 -0.526
S -2.11303 0.85465 0.43475 1.537
Cl -0.11374 0.74600 0.28181 -0.189
```

Summary:
LUMO energy	-0.402	eV
gap between HOMO and LUMO	10.612	eV
E_HOMO	-0.405	Eh



Which structure loses on stability? #a does.